DFT (ωB97M-V/def2-TZVPD) results for one molecule with the formula C17H15NO3.

```
36
Properties=species:S:1:pos:R:3:lowdin_charge:R:1
C -2.588 -1.839 1.925 -0.05
C -1.494 -2.591 1.209 -0.16
C -0.633 -1.922 0.342 0.07
C 0.499 -2.614 -0.316 -0.23
N 1.372 -2.001 -1.087 0.16
O 1.281 -0.583 -1.249 -0.02
C 2.138 0.186 -0.537 -0.50
O 3.081 -0.193 0.122 0.11
C 1.894 1.607 -0.460 0.01
C 0.990 2.307 -1.214 0.00
C 0.725 3.722 -0.990 -0.22
C 1.417 4.579 -0.117 -0.04
C 1.060 5.900 0.032 -0.08
C -0.044 6.399 -0.687 -0.07
C -0.764 5.574 -1.566 -0.08
C -0.346 4.258 -1.728 -0.05
C 0.536 -4.056 -0.232 0.02
C -0.321 -4.775 0.561 -0.14
C -0.248 -6.327 0.565 -0.03
C -1.399 -4.079 1.355 -0.31
O -2.133 -4.722 2.086 0.11
H -3.580 -2.311 1.764 0.09
H -2.404 -1.863 3.002 0.09
H -2.640 -0.784 1.581 0.09
H -0.778 -0.842 0.177 0.12
H 2.459 2.129 0.285 0.11
H 0.419 1.814 -1.986 0.12
H 2.262 4.151 0.436 0.11
H 1.543 6.522 0.781 0.11
H -0.305 7.423 -0.567 0.09
H -1.635 5.963 -2.100 0.11
H -0.930 3.681 -2.435 0.11
H 1.293 -4.576 -0.804 0.12
H -1.276 -6.746 0.534 0.09
H 0.360 -6.799 -0.222 0.08
H 0.188 -6.592 1.539 0.09
```

energy: -25501.8969 eV
E_HOMO: -8.874 eV
orbital gap: 7.473 eV
total charge: 0
relative energy (zero: lowest compared OMol25 entry of this formula, charge and spin): 104.0 kcal/mol